Entry 1:
Here is a single C6H10O molecule in a non-equilibrium geometry from the OMol25 dataset. Energies are from ωB97M-V with the def2-TZVPD basis set.

The geometry in XYZ format:
```
17
Properties=species:S:1:pos:R:3:forces:R:3:nbo_charge:R:1
C -1.591212 -0.122253 0.409953 -1.9327 -0.6046 -0.1570 -0.407
C -1.437514 1.351940 -0.024574 -2.7277 0.1743 -0.2284 -0.433
C 0.818024 0.060106 -0.708927 -1.1182 -0.8206 0.3761 -0.102
C 0.600406 0.604277 1.525732 -0.4766 -0.4233 -1.0353 0.152
C -0.259223 0.506120 0.279231 2.2824 -0.0112 -0.2691 -0.225
C 1.100306 -1.439080 -0.930206 -0.2512 -0.0041 0.6244 -0.677
O 1.693128 1.415218 1.645154 0.6151 -4.0264 1.5695 -0.672
H -2.119993 -0.267993 1.401296 1.2087 0.1875 -1.1024 0.219
H -2.036706 -0.789198 -0.365543 0.9610 0.4135 0.6119 0.219
H -1.875828 1.595154 -1.019868 1.2448 -0.4192 0.4576 0.223
H -2.012444 1.942712 0.696853 1.1903 0.3506 0.1642 0.219
H 1.466180 0.806941 -1.202105 -0.4371 -0.4381 0.6116 0.193
H 0.622327 -0.305172 2.113925 0.4281 0.1317 0.0867 0.163
H 0.113641 -2.029486 -0.879415 1.4773 0.7891 -0.3288 0.215
H 1.746185 -1.863361 -0.080385 -0.6826 0.4968 -1.2864 0.217
H 1.640924 -1.591272 -1.916831 -0.7478 0.0205 1.2358 0.224
H 1.484850 2.249700 1.398571 -1.0339 4.1834 -1.3306 0.471
```
Forces are in eV/Å.

Summary:
- ΔE to the lowest compared entry with this formula, charge and spin (kcal per mole) = 108.8
- HOMO-LUMO gap (alpha / beta) (eV) = 8.27 / 7.99
- E_tot (eV) = -8426.523
- highest occupied orbital energy (alpha / beta) (Eh) = -0.276 / -0.266

Entry 2:
Here is a molecular structure, C6H10O in a non-equilibrium geometry from the OMol25 dataset. Energies are from ωB97M-V with the def2-TZVPD basis set.

The geometry in XYZ format:
```
17
Properties=species:S:1:pos:R:3:forces:R:3:nbo_charge:R:1
C 0.219466 -1.919986 0.918526 0.1186 0.0927 -0.1313 -0.626
C 0.017553 -0.593017 0.215974 0.3131 -0.1120 0.0113 0.237
C -0.434876 0.704775 0.918120 -0.1442 -0.0757 0.2865 -0.451
C -1.171673 0.818687 -0.412635 -0.1101 0.3424 0.0100 0.054
C -0.038756 1.358956 -1.265620 0.8218 -0.5904 0.3530 -0.396
C 1.122593 0.142436 -0.576316 -0.4340 0.2014 -1.0507 -0.424
O -1.134616 -0.603514 -0.646622 -0.4299 -0.1378 0.2328 -0.535
H 0.564248 -2.674214 0.204683 -0.0003 0.0586 0.0801 0.220
H -0.734172 -2.269513 1.338769 0.2316 0.2313 -0.1457 0.228
H 0.942532 -1.856245 1.739212 -0.0300 0.0946 -0.1999 0.216
H 0.457407 1.344302 0.824368 -1.0021 0.4596 1.6635 0.215
H -1.003805 0.700169 1.848184 0.1398 -0.1665 -0.0921 0.217
H -2.190282 1.210951 -0.452929 0.2944 0.2031 -0.2974 0.201
H 0.133864 2.434640 -1.076776 0.3516 -0.6174 0.1486 0.207
H -0.287541 1.260261 -2.344534 0.7982 -0.4277 0.5914 0.216
H 1.596238 -0.313077 -1.429121 -0.1705 -0.6686 -0.3465 0.208
H 1.941820 0.254391 0.196719 -0.7479 1.1124 -1.1135 0.211
```
Forces are in eV/Å.

Summary:
- ΔE to the lowest compared entry with this formula, charge and spin (kcal per mole) = 56.0
- HOMO-LUMO gap (eV) = 10.49
- E_tot (eV) = -8428.812
- highest occupied orbital energy (Eh) = -0.347

Entry 3:
Here is a molecular structure, C6H10O in a non-equilibrium geometry from the OMol25 dataset. Energies are from ωB97M-V with the def2-TZVPD basis set.

The geometry in XYZ format:
```
17
Properties=species:S:1:pos:R:3:forces:R:3:nbo_charge:R:1
C -1.829095 -0.208052 1.100261 0.2512 -0.7740 -0.0520 -0.430
C -1.602220 1.005220 0.314159 0.8567 -0.5340 -0.5642 -0.401
C -0.923199 -0.533222 -0.095245 -0.1366 1.9404 0.1675 -0.259
C 0.585033 -0.935979 0.127587 -0.5518 0.4215 0.0976 0.094
C 1.574275 -0.665589 -1.051573 -0.2467 0.0675 -0.0366 -0.445
C 1.670232 0.696146 -0.365719 0.3248 0.3763 -0.2101 -0.065
O 1.171223 0.150105 0.864607 0.4578 0.2344 0.3033 -0.543
H -1.275065 -0.231968 2.034856 -0.0196 -0.2301 -0.0358 0.226
H -2.854323 -0.557851 1.204148 0.2386 -0.2587 -0.1735 0.213
H -2.501271 1.404630 -0.202546 0.9820 -0.7056 -0.3286 0.209
H -0.969499 1.810364 0.677362 0.1510 -0.4281 0.1413 0.215
H -1.205669 -0.654627 -1.131208 -0.9203 -0.8530 0.2695 0.224
H 0.796424 -1.909302 0.629913 -0.8660 0.6091 -0.1554 0.192
H 2.526088 -1.215979 -0.987343 -0.5282 -0.0168 0.2574 0.212
H 1.221505 -0.727089 -2.084489 -0.1514 0.1510 0.1931 0.205
H 2.642845 1.159896 -0.215753 0.0854 -0.0064 -0.1227 0.182
H 0.972718 1.413295 -0.819015 0.0733 0.0065 0.2493 0.172
```
Forces are in eV/Å.

Summary:
- ΔE to the lowest compared entry with this formula, charge and spin (kcal per mole) = 64.6
- HOMO-LUMO gap (eV) = 10.34
- E_tot (eV) = -8428.437
- highest occupied orbital energy (Eh) = -0.335

Entry 4:
Here is 2 unconnected molecules or ions with the total composition C6H10O in a non-equilibrium geometry from the OMol25 dataset. Energies are from ωB97M-V with the def2-TZVPD basis set.

The geometry in XYZ format:
```
17
Properties=species:S:1:pos:R:3:forces:R:3:nbo_charge:R:1
C 0.188863 2.929092 -1.288111 2.3598 -0.8046 0.9837 -0.365
C 0.603020 1.808360 -1.944869 -2.8485 1.0888 2.6278 -0.218
C -0.089053 0.678192 -1.336612 0.7229 -3.5215 3.2995 -0.200
C -0.061622 0.365212 0.020484 2.0338 0.3619 -2.0622 -0.263
C -0.876425 -0.688699 0.600529 -4.0902 1.4490 0.8020 -0.240
C -2.154317 -0.282988 1.021949 0.3873 -2.3372 -0.6030 -0.390
H 0.294572 3.925115 -1.675960 0.4352 0.3656 0.0489 0.193
H 0.177735 2.729799 -0.151945 -1.3878 0.8365 -1.9578 0.214
H 1.112715 1.715587 -2.836509 0.4719 0.1346 -2.1147 0.211
H -0.589506 -0.168510 -1.875960 0.1127 1.4962 -0.2361 0.225
H 0.749799 0.715659 0.684107 -0.5139 0.6159 -0.4477 0.203
H -0.537316 -1.730327 0.601857 -0.4327 0.2906 0.0179 0.217
H -2.975748 -1.123187 1.136309 1.7803 1.8300 0.3603 0.201
H -2.525049 0.795474 1.179906 0.9655 -1.8184 -0.7020 0.212
O 1.787128 -3.646114 2.051133 -0.1805 -1.3407 1.7594 -0.949
H 2.439064 -3.483641 2.758546 -0.4096 0.2276 -0.9208 0.478
H 1.893909 -3.062081 1.330366 0.5938 1.1257 -0.8550 0.471
```
Forces are in eV/Å.

Summary:
- ΔE to the lowest compared entry with this formula, charge and spin (kcal per mole) = 91.0
- HOMO-LUMO gap (eV) = 9.08
- E_tot (eV) = -8427.292
- SMILES = C=C/C=C/C=C.O
- highest occupied orbital energy (Eh) = -0.305

Entry 5:
Here is 3 unconnected molecules or ions with the total composition C6H10O from the OMol25 dataset. Energies are from ωB97M-V with the def2-TZVPD basis set.

The geometry in XYZ format:
```
17
Properties=species:S:1:pos:R:3:forces:R:3:nbo_charge:R:1
C 0.089924 -0.470322 -1.869308 -0.1055 0.1742 -0.1195 -0.537
C -0.720904 0.573813 -1.743257 -0.0845 -0.4046 -0.1633 0.166
O -0.369208 1.884270 -1.692369 0.2566 0.0172 0.0089 -0.678
H 1.162247 -0.352068 -1.992222 -0.1498 0.0110 0.0156 0.192
H -0.305152 -1.477395 -1.813045 -0.0027 0.1552 -0.1305 0.219
H -1.796803 0.461383 -1.672946 0.1629 -0.0198 -0.0397 0.171
H 0.593614 1.940389 -1.622592 -0.1405 0.0609 -0.0719 0.475
C -1.689728 -0.107887 1.856908 -0.4631 0.2372 -0.2978 -0.232
C -2.301432 0.398917 0.955803 0.1061 -0.1898 0.5353 -0.237
H -1.169058 -0.548457 2.675218 -0.1068 0.0375 -0.1296 0.234
H -2.870768 0.855900 0.179424 0.0873 -0.0313 0.1389 0.233
C 1.851703 -0.481436 0.548046 0.0546 -0.0306 0.2254 -0.376
C 1.276758 -0.578484 1.737691 0.2128 0.0001 -0.0881 -0.394
H 2.131518 0.482780 0.129861 0.0101 -0.1373 0.1125 0.183
H 2.054673 -1.355282 -0.064103 -0.0016 0.1081 0.1396 0.195
H 0.979148 -1.542247 2.144419 0.0985 0.1224 -0.0470 0.191
H 1.066068 0.300470 2.340372 0.0653 -0.1104 -0.0887 0.196
```
Forces are in eV/Å.

Summary:
- ΔE to the lowest compared entry with this formula, charge and spin (kcal per mole) = 91.6
- HOMO-LUMO gap (eV) = 9.83
- E_tot (eV) = -8427.270
- SMILES = C=CO.C#C.C=C
- highest occupied orbital energy (Eh) = -0.327

Entry 6:
Here is a single C6H10O molecule from the OMol25 dataset. Energies are from ωB97M-V with the def2-TZVPD basis set.

The geometry in XYZ format:
```
17
Properties=species:S:1:pos:R:3:forces:R:3:nbo_charge:R:1
C 1.258848 -0.535539 -1.730056 -0.0012 -0.0132 -0.0058 -0.614
C 0.542876 -0.599593 -0.390883 0.2875 0.0259 0.0673 0.107
C 0.858000 0.659223 0.476367 0.0099 -0.0075 -0.0443 -0.480
C -0.365847 1.355564 1.006282 -0.1575 -0.0765 0.0371 -0.166
C -1.523626 0.711507 1.106345 0.1588 0.0901 -0.0489 -0.228
C -1.592469 -0.689534 0.559368 -0.1402 -0.0237 0.0918 -0.109
O -0.839890 -0.771590 -0.639359 0.0036 0.0082 -0.0141 -0.522
H 2.330293 -0.377675 -1.564390 -0.1447 -0.0454 -0.0446 0.208
H 0.873354 0.300006 -2.324545 0.0369 -0.0942 0.1136 0.214
H 1.128223 -1.458703 -2.302244 -0.0335 0.1145 0.1107 0.218
H 0.890445 -1.491508 0.158644 -0.0276 0.1223 -0.0397 0.156
H 1.472851 1.373462 -0.084472 -0.1186 -0.1190 -0.0087 0.214
H 1.475202 0.337896 1.325926 -0.0450 0.1052 -0.0932 0.221
H -0.269842 2.399097 1.297991 -0.0222 -0.1541 0.0260 0.207
H -2.420569 1.188513 1.492828 0.1376 -0.0770 -0.0151 0.209
H -1.199567 -1.418901 1.290953 -0.0906 0.0770 -0.0884 0.169
H -2.618283 -0.982225 0.321245 0.1466 0.0675 -0.0436 0.199
```
Forces are in eV/Å.

Summary:
- ΔE to the lowest compared entry with this formula, charge and spin (kcal per mole) = 11.7
- HOMO-LUMO gap (eV) = 10.50
- E_tot (eV) = -8430.734
- SMILES = C[C@H]1CC=CCO1
- highest occupied orbital energy (Eh) = -0.343

Entry 7:
Here is a molecular structure, C6H10O from the OMol25 dataset. Energies are from ωB97M-V with the def2-TZVPD basis set.

The geometry in XYZ format:
```
17
Properties=species:S:1:pos:R:3:forces:R:3:nbo_charge:R:1
C -1.679112 -0.193611 0.604372 -0.0065 0.2266 0.0365 -0.472
C -1.220880 0.898531 -0.114890 -0.2454 -0.1189 0.0691 -0.187
C 0.075740 1.593839 0.142476 0.0441 0.0119 0.0483 -0.463
C 0.548103 0.639422 -0.895757 0.1994 -0.1493 -0.1501 -0.137
C 1.113513 -0.616054 -0.695495 0.0184 0.2379 0.0022 -0.426
C 1.717759 -1.043869 0.578485 -0.1300 0.0511 0.2036 0.402
O 1.499290 -0.549070 1.668943 0.0917 -0.1958 -0.4073 -0.569
H -1.290933 -0.375957 1.604998 -0.0293 0.0175 -0.1854 0.233
H -0.948255 -1.403974 0.028897 0.0935 -0.0419 -0.0197 0.054
H -2.687548 -0.552132 0.413101 0.1592 0.0299 -0.0053 0.231
H -1.806722 1.244701 -0.963691 0.1055 -0.0656 0.1295 0.214
H 0.108012 2.641860 -0.156097 -0.0281 -0.1750 0.0370 0.220
H 0.487275 1.420594 1.133557 -0.0927 0.0457 -0.1428 0.257
H 0.401311 0.949000 -1.927967 0.0183 -0.0445 0.1507 0.219
H 1.456756 -1.153876 -1.577270 -0.0553 0.0645 0.1416 0.237
H -0.168894 -1.578709 -0.337677 -0.0821 0.0131 0.0751 0.071
H 2.394577 -1.920697 0.494012 -0.0608 0.0927 0.0170 0.116
```
Forces are in eV/Å.

Summary:
- ΔE to the lowest compared entry with this formula, charge and spin (kcal per mole) = 83.7
- HOMO-LUMO gap (eV) = 9.64
- E_tot (eV) = -8427.610
- highest occupied orbital energy (Eh) = -0.331

ΔE to the lowest compared entry with this formula, charge and spin of number 3 (C6H10O)? 64.6 kcal per mole

Which of these has the lowest ΔE to the lowest compared entry with this formula, charge and spin? number 6

Please write out number 1 again, unchanged.
Here is a single C6H10O molecule in a non-equilibrium geometry from the OMol25 dataset. Energies are from ωB97M-V with the def2-TZVPD basis set.

The geometry in XYZ format:
```
17
Properties=species:S:1:pos:R:3:forces:R:3:nbo_charge:R:1
C -1.591212 -0.122253 0.409953 -1.9327 -0.6046 -0.1570 -0.407
C -1.437514 1.351940 -0.024574 -2.7277 0.1743 -0.2284 -0.433
C 0.818024 0.060106 -0.708927 -1.1182 -0.8206 0.3761 -0.102
C 0.600406 0.604277 1.525732 -0.4766 -0.4233 -1.0353 0.152
C -0.259223 0.506120 0.279231 2.2824 -0.0112 -0.2691 -0.225
C 1.100306 -1.439080 -0.930206 -0.2512 -0.0041 0.6244 -0.677
O 1.693128 1.415218 1.645154 0.6151 -4.0264 1.5695 -0.672
H -2.119993 -0.267993 1.401296 1.2087 0.1875 -1.1024 0.219
H -2.036706 -0.789198 -0.365543 0.9610 0.4135 0.6119 0.219
H -1.875828 1.595154 -1.019868 1.2448 -0.4192 0.4576 0.223
H -2.012444 1.942712 0.696853 1.1903 0.3506 0.1642 0.219
H 1.466180 0.806941 -1.202105 -0.4371 -0.4381 0.6116 0.193
H 0.622327 -0.305172 2.113925 0.4281 0.1317 0.0867 0.163
H 0.113641 -2.029486 -0.879415 1.4773 0.7891 -0.3288 0.215
H 1.746185 -1.863361 -0.080385 -0.6826 0.4968 -1.2864 0.217
H 1.640924 -1.591272 -1.916831 -0.7478 0.0205 1.2358 0.224
H 1.484850 2.249700 1.398571 -1.0339 4.1834 -1.3306 0.471
```
Forces are in eV/Å.

Summary:
- ΔE to the lowest compared entry with this formula, charge and spin (kcal per mole) = 108.8
- HOMO-LUMO gap (alpha / beta) (eV) = 8.27 / 7.99
- E_tot (eV) = -8426.523
- highest occupied orbital energy (alpha / beta) (Eh) = -0.276 / -0.266

Repeat the second record exactly.
Here is a molecular structure, C6H10O in a non-equilibrium geometry from the OMol25 dataset. Energies are from ωB97M-V with the def2-TZVPD basis set.

The geometry in XYZ format:
```
17
Properties=species:S:1:pos:R:3:forces:R:3:nbo_charge:R:1
C 0.219466 -1.919986 0.918526 0.1186 0.0927 -0.1313 -0.626
C 0.017553 -0.593017 0.215974 0.3131 -0.1120 0.0113 0.237
C -0.434876 0.704775 0.918120 -0.1442 -0.0757 0.2865 -0.451
C -1.171673 0.818687 -0.412635 -0.1101 0.3424 0.0100 0.054
C -0.038756 1.358956 -1.265620 0.8218 -0.5904 0.3530 -0.396
C 1.122593 0.142436 -0.576316 -0.4340 0.2014 -1.0507 -0.424
O -1.134616 -0.603514 -0.646622 -0.4299 -0.1378 0.2328 -0.535
H 0.564248 -2.674214 0.204683 -0.0003 0.0586 0.0801 0.220
H -0.734172 -2.269513 1.338769 0.2316 0.2313 -0.1457 0.228
H 0.942532 -1.856245 1.739212 -0.0300 0.0946 -0.1999 0.216
H 0.457407 1.344302 0.824368 -1.0021 0.4596 1.6635 0.215
H -1.003805 0.700169 1.848184 0.1398 -0.1665 -0.0921 0.217
H -2.190282 1.210951 -0.452929 0.2944 0.2031 -0.2974 0.201
H 0.133864 2.434640 -1.076776 0.3516 -0.6174 0.1486 0.207
H -0.287541 1.260261 -2.344534 0.7982 -0.4277 0.5914 0.216
H 1.596238 -0.313077 -1.429121 -0.1705 -0.6686 -0.3465 0.208
H 1.941820 0.254391 0.196719 -0.7479 1.1124 -1.1135 0.211
```
Forces are in eV/Å.

Summary:
- ΔE to the lowest compared entry with this formula, charge and spin (kcal per mole) = 56.0
- HOMO-LUMO gap (eV) = 10.49
- E_tot (eV) = -8428.812
- highest occupied orbital energy (Eh) = -0.347